17
Properties=species:S:1:pos:R:3 method="wB97M-V/def2-TZVPD" energy_ha=-488.4450 relative_energy_ev=5.355 total_charge=0 molar_mass_da=132.123
H 0.655 -1.904 -0.956
N -0.167 -1.863 -1.557
C -1.016 -1.045 -1.119
N -2.223 -0.794 -1.886
O -0.999 -0.216 -0.115
N 0.059 -0.529 0.864
C 0.877 0.606 0.833
C 1.125 1.321 2.148
N 1.494 1.032 -0.163
O 1.345 0.507 -1.390
H -2.893 0.065 -1.750
H -1.794 -0.912 -2.857
H -0.626 -0.493 1.802
H 2.012 1.957 2.116
H 1.283 0.590 3.082
H 0.143 1.976 2.318
H 0.727 -0.299 -1.371



24
Properties=species:S:1:pos:R:3 method="wB97M-V/def2-TZVPD" energy_ha=-792.4235 multiplicity=2 total_charge=0 molar_mass_da=285.540
O 1.823 0.042 -0.219
C 1.311 -1.094 -0.011
O 0.832 -1.442 1.092
Li 0.942 0.397 1.745
O 1.251 -1.916 -1.070
C 0.463 -3.112 -0.968
C -0.975 -2.873 -1.370
H 0.536 -3.513 0.050
H 0.950 -3.821 -1.650
H -1.566 -3.784 -1.209
H -1.049 -2.611 -2.434
C -3.897 -1.200 0.811
C -2.963 -0.310 0.072
O -2.115 0.389 0.889
C -1.218 1.264 0.342
O -1.306 1.560 -0.858
O -0.328 1.654 1.145
O -4.739 -1.826 -0.139
Rb 1.611 2.880 -1.203
H -4.510 -0.631 1.540
H -3.306 -1.936 1.385
H -3.279 0.183 -0.849
H -5.443 -2.291 0.320
H -1.505 -2.018 -0.792